Below is a molecular structure, C20H47NO4P3Yb at a distorted geometry, with properties calculated with wB97M-V/def2-TZVPD.

Values from the calculation:
**Expectation value of S²**: 0.759
**Frontier orbital gap (spin up / spin down)**: 8.10 / 7.02 eV
**Total charge**: +2
**F_max**: 4.7 eV/A
**ΔE to the lowest compared entry with this formula, charge and spin**: 116.2 kJ/mol
**2S+1**: 2

CARTESIAN COORDINATES (ANGSTROEM)
1 Yb -1.1656 0.0178 -0.7822
2 P 0.0734 -2.4565 -1.0066
3 P 0.0865 2.5214 -0.7611
4 N 0.2842 0.1158 -2.5806
5 C 0.1528 -2.3849 -2.8419
6 H 0.8193 -3.1861 -3.2002
7 H -0.8581 -2.5791 -3.2422
8 C 0.6526 -1.0646 -3.4301
9 H 1.7500 -1.0616 -3.5574
10 H 0.2063 -0.8933 -4.4238
11 C 0.6467 1.3703 -3.3175
12 H 0.2007 1.2971 -4.3229
13 H 1.7441 1.3824 -3.4431
14 C 0.1499 2.6239 -2.5972
15 H -0.8645 2.8540 -2.9662
16 H 0.8088 3.4595 -2.8823
17 C 1.5944 3.5234 -0.3247
18 C 2.0290 3.2416 1.1161
19 H 3.0114 3.7024 1.2812
20 H 2.1200 2.1694 1.3154
21 H 1.3297 3.6704 1.8475
22 C -1.4378 3.5725 -0.4028
23 C -1.5752 3.8674 1.0940
24 H -2.5717 4.2980 1.2678
25 H -0.8318 4.5983 1.4516
26 H -1.5048 2.9584 1.7106
27 C -1.4645 -3.5345 -0.7802
28 C -1.6690 -3.9280 0.6847
29 H -2.6576 -4.3968 0.7807
30 H -1.6553 -3.0630 1.3610
31 H -0.9264 -4.6578 1.0388
32 C 1.5930 -3.4718 -0.6496
33 C 2.0438 -3.2892 0.8019
34 H 3.0104 -3.7917 0.9360
35 H 1.3318 -3.7298 1.5133
36 H 2.1789 -2.2315 1.0522
37 C 1.1592 0.0773 -1.2986
38 O 2.3513 0.0463 -1.2649
39 C -1.6064 4.8239 -1.2644
40 H -0.9139 5.6286 -0.9923
41 H -1.5074 4.6272 -2.3360
42 H -2.6223 5.2057 -1.1047
43 C -1.5992 -4.7173 -1.7390
44 H -2.6129 -5.1224 -1.6321
45 H -1.4833 -4.4347 -2.7896
46 H -0.9017 -5.5328 -1.5199
47 C 1.4786 -4.9458 -1.0265
48 H 2.4672 -5.4091 -0.9076
49 H 0.7818 -5.4898 -0.3732
50 H 1.1831 -5.0917 -2.0730
51 C 1.4761 5.0235 -0.5871
52 H 0.7850 5.5155 0.1124
53 H 2.4650 5.4787 -0.4388
54 H 1.1736 5.2543 -1.6157
55 H 2.3600 3.1112 -1.0064
56 H 2.3466 -3.0032 -1.3081
57 H -2.2632 2.8837 -0.6757
58 H -2.2738 -2.8215 -1.0418
59 H -2.5135 0.0367 -2.6370
60 H -3.0521 -0.0062 -2.0765
61 C -2.1284 1.0880 4.2103
62 O -1.5659 1.0717 2.8815
63 P -0.7527 -0.1516 2.1089
64 O 0.8211 0.2453 2.4798
65 C 1.2579 0.6965 3.7667
66 O -1.0071 -1.4289 3.1468
67 C -0.0099 -2.3041 3.7293
68 H -3.2140 0.9685 4.1231
69 H -1.8960 2.0604 4.6540
70 H -1.7248 0.3135 4.8706
71 H 2.2376 0.2284 3.9306
72 H 1.3970 1.7859 3.7164
73 H 0.5887 0.4216 4.5951
74 H 0.0389 -2.1338 4.8130
75 H -0.3510 -3.3348 3.5410
76 H 0.9955 -2.1888 3.2891